(1)
The following is a DFT calculation (ωB97M-V/def2-TZVPD) of a 3-piece molecular cluster, C2H2FNO overall at a distorted geometry.

Electronic energy   -307.07097 Ha
HOMO-LUMO gap (spin up / spin down)   0.3207 / 0.3193 Ha
LUMO energy (spin up / spin down)   -0.91 / -0.91 eV
Maximum force   4.72 eV/A
Highest occupied orbital energy (spin up / spin down)   -9.6 / -9.6 eV
Energy above the lowest of the compared OMol25 structures with the same formula, charge and spin   4.792 eV

Last columns: bonded neighbours and bond lengths (Å).
Geometry (Å):
1 C 0.746 -0.607 -0.062  N3 1.125, H6 1.075
2 C -2.160 1.308 0.114  O4 1.155, H7 1.084
3 N 0.738 0.517 -0.021  C1 1.125
4 O -2.763 0.332 0.250  C2 1.155
5 F -2.023 -1.244 -0.257  no bonds
6 H 0.299 -1.584 -0.027  C1 1.075
7 H -1.362 2.014 -0.083  C2 1.084

---

(2)
The following is a DFT calculation (ωB97M-V/def2-TZVPD) of a 2-piece molecular cluster, C5H12O2 overall at a distorted geometry.

Electronic energy   -348.14619 Ha
HOMO-LUMO gap   0.3872 Ha
LUMO energy   0.90 eV
Maximum force   2.34 eV/A
Structure (SMILES)   CCC(=O)CC.O
Highest occupied orbital energy   -9.6 eV
Energy above the lowest of the compared OMol25 structures with the same formula, charge and spin   1.595 eV

Last columns: bonded neighbours and bond lengths (Å).
Geometry (Å):
1 C 2.376 0.219 1.346  C2 1.518, H8 1.092, H9 1.096, H10 1.092
2 C 0.933 0.629 1.114  C1 1.518, C3 1.511, H11 1.096, H12 1.098
3 C 0.264 -0.211 0.050  C2 1.511, O4 1.227, C5 1.457
4 O 0.454 -1.419 -0.056  C3 1.227
5 C -0.578 0.538 -0.873  C3 1.457, C6 1.517, H13 1.188, H15 1.099
6 C -1.429 -0.142 -1.929  C5 1.517, H16 1.094, H17 1.101, H18 1.090
7 O -2.050 -0.788 0.797  H14 0.975, H19 0.961
8 H 2.431 -0.871 1.383  C1 1.092
9 H 3.015 0.566 0.527  C1 1.096
10 H 2.761 0.635 2.280  C1 1.092
11 H 0.309 0.416 1.989  C2 1.096
12 H 0.841 1.705 0.913  C2 1.098
13 H 0.537 0.670 -1.261  C5 1.188
14 H -1.259 -1.326 0.612  O7 0.975
15 H -1.012 1.468 -0.480  C5 1.099
16 H -1.198 -1.210 -1.967  C6 1.094
17 H -2.516 -0.008 -1.822  C6 1.101
18 H -1.150 0.325 -2.874  C6 1.090
19 H -2.729 -1.194 0.252  O7 0.961